# 1
ORCA calculation (ωB97M-V/def2-TZVPD) on a structure of composition C39H40Ge2MnN4O4S2 in a non-equilibrium geometry.

XYZ file:
```
92
Properties=species:S:1:pos:R:3:forces:R:3
Mn -0.814 0.713 0.451 0.1 0.8 0.9
C 3.751 0.911 -2.976 0.0 0.0 -0.1
Ge 5.052 1.891 -1.964 0.1 0.0 0.0
C 4.920 3.799 -1.894 0.1 0.0 0.0
C 6.529 1.008 -1.139 -0.1 -0.1 0.0
Ge 1.349 -0.085 0.209 0.3 -0.3 0.2
C 2.785 0.535 1.348 0.0 0.1 0.0
C 3.234 1.859 1.421 -0.1 0.0 -0.1
C 4.188 2.230 2.358 0.1 0.0 0.0
C 4.684 1.288 3.251 0.0 0.0 0.0
C 4.238 -0.024 3.199 0.0 0.0 0.0
C 3.300 -0.405 2.249 0.0 0.0 0.0
C 1.879 -1.685 -0.669 -0.1 0.0 -0.1
C 0.919 -2.459 -1.336 0.0 0.0 0.0
C 1.296 -3.621 -1.988 0.0 0.0 0.0
C 2.630 -4.009 -1.990 0.0 0.0 0.0
C 3.593 -3.243 -1.341 0.0 0.0 0.0
C 3.225 -2.083 -0.685 0.0 0.0 0.0
H 3.365 1.536 -3.781 0.0 0.0 0.0
H 2.917 0.593 -2.343 0.0 0.0 0.0
H 4.208 0.010 -3.383 0.0 0.0 0.0
H 5.907 4.236 -1.745 0.0 0.0 0.0
H 4.287 4.088 -1.050 0.0 0.0 0.0
H 4.475 4.176 -2.815 0.0 0.0 0.0
H 7.450 1.416 -1.563 0.0 0.0 0.0
H 6.491 -0.066 -1.302 0.0 0.0 0.0
H 6.528 1.229 -0.069 0.0 0.0 0.0
H 2.822 2.618 0.764 -0.1 0.0 0.0
H 4.533 3.254 2.406 0.0 0.0 0.0
H 5.412 1.581 3.995 0.0 0.0 0.0
H 4.622 -0.756 3.897 0.0 0.0 0.0
H 2.964 -1.435 2.224 0.0 0.0 0.0
H -0.121 -2.156 -1.332 0.0 0.0 0.0
H 0.556 -4.224 -2.496 0.0 0.0 0.0
H 2.923 -4.918 -2.498 0.0 0.0 0.0
H 4.626 -3.564 -1.342 0.0 0.0 0.0
H 3.976 -1.497 -0.168 0.0 0.0 0.0
C -4.017 -3.052 4.361 0.0 0.0 0.0
C -3.740 -1.743 3.713 -0.1 0.1 0.0
C -4.690 -0.841 3.299 0.1 -0.1 0.0
C -4.280 0.344 2.680 -0.1 0.0 -0.1
N -2.984 0.589 2.426 0.1 0.1 0.0
C -2.084 -0.272 2.848 0.2 -0.2 0.1
S -0.380 0.028 2.624 0.1 0.0 0.0
N -2.446 -1.408 3.488 0.0 0.1 0.0
C -5.261 1.404 2.327 0.0 0.0 0.0
H -5.036 -3.086 4.736 0.0 0.0 0.0
H -3.329 -3.240 5.186 0.0 0.0 0.0
H -3.893 -3.852 3.628 0.0 0.0 0.0
H -5.737 -1.045 3.464 0.0 0.0 0.0
H -1.708 -2.027 3.804 0.0 0.0 0.0
H -6.121 0.984 1.803 0.0 0.0 0.0
H -4.797 2.178 1.723 0.0 0.0 0.0
H -5.635 1.853 3.251 0.0 0.0 0.0
S -0.575 7.190 0.304 0.0 0.0 0.0
C -0.576 5.467 0.470 0.0 0.0 0.0
C 0.273 4.731 -0.376 0.0 0.0 0.0
C 0.310 3.366 -0.278 0.0 0.0 -0.1
N -0.426 2.671 0.610 0.1 -0.1 -0.2
C -1.238 3.372 1.423 0.1 0.0 0.2
C -1.344 4.742 1.386 0.0 0.0 0.0
C -1.873 7.680 1.419 0.0 0.0 0.0
C -3.181 7.762 0.965 0.0 0.0 0.0
C -4.150 8.179 1.868 -0.1 0.0 0.0
N -3.888 8.501 3.129 0.0 0.0 0.0
C -2.628 8.433 3.541 0.1 0.0 0.1
C -1.575 8.032 2.726 0.0 0.0 0.0
H 0.875 5.234 -1.121 0.0 0.0 0.0
H 0.933 2.786 -0.948 -0.1 0.0 0.0
H -1.811 2.793 2.138 0.0 0.0 -0.1
H -2.018 5.240 2.067 0.0 0.0 0.0
H -3.438 7.522 -0.057 0.0 0.0 0.0
H -5.184 8.265 1.557 0.0 0.0 0.0
H -2.443 8.716 4.570 0.0 0.0 0.0
H -0.562 8.003 3.103 0.0 0.0 0.0
O -1.962 0.967 -1.063 -0.3 0.1 0.1
C -2.573 -0.077 -0.627 -0.1 -0.1 -0.6
O -1.807 -0.879 0.047 -0.2 -0.1 -0.1
C -3.992 -0.288 -0.784 0.0 -0.2 -0.1
C -4.814 0.801 -1.074 0.0 -0.1 -0.2
C -6.189 0.640 -1.223 0.0 0.0 0.0
C -6.677 -0.642 -1.091 0.0 0.0 0.0
O -7.947 -1.048 -1.204 0.0 0.0 0.0
C -7.951 -2.476 -1.035 -0.1 -0.1 0.0
O -6.602 -2.861 -0.738 0.0 0.0 0.0
C -5.854 -1.737 -0.808 0.0 0.0 0.1
C -4.508 -1.597 -0.634 -0.1 0.1 0.1
H -4.370 1.778 -1.199 0.0 0.0 0.0
H -6.842 1.467 -1.456 0.0 0.0 0.0
H -8.275 -2.947 -1.962 0.0 0.0 0.0
H -8.599 -2.735 -0.199 0.0 0.0 0.0
H -3.866 -2.442 -0.430 0.0 0.0 0.0
```
Forces are in eV/Å.

highest occupied orbital energy (spin up / spin down) = -14.591 / -14.598 eV
net charge = +3
spin multiplicity = 3
lowest unoccupied orbital energy (spin up / spin down) = -8.81 / -8.63 eV
HOMO-LUMO gap (spin up / spin down) = 5.78 / 5.97 eV

***

# 2
ORCA calculation (ωB97M-V/def2-TZVPD) on the molecule C14H10ClN3OS in a non-equilibrium geometry.

XYZ file:
```
30
Properties=species:S:1:pos:R:3:forces:R:3
O -1.925 1.288 2.527 0.9 -0.6 -0.2
Cl 5.038 -4.903 0.948 0.2 0.1 -0.5
N -1.350 1.358 -1.543 -0.7 0.8 0.8
S -4.296 2.354 0.920 -1.1 0.5 0.5
C -1.718 1.351 1.319 -1.7 1.2 1.2
C -0.376 1.011 -0.713 -1.3 -1.0 0.7
C 0.825 0.257 -0.938 0.3 -0.3 -0.8
C -2.714 1.906 0.420 1.5 -1.3 -2.1
C 1.253 -0.306 0.238 -0.9 0.9 -0.6
C -2.559 1.804 -0.963 3.5 0.0 2.6
C 3.825 -2.670 1.689 -1.4 0.8 0.9
C 3.613 -3.100 -0.642 -0.6 0.4 -0.4
C 2.863 -1.604 1.544 2.2 -2.4 1.3
C 2.655 -2.058 -0.772 1.6 -1.6 0.5
C 4.153 -3.458 0.614 -1.1 1.0 -0.4
C 2.280 -1.364 0.368 -1.0 1.4 -1.6
N 0.496 0.204 1.281 -0.1 0.6 -2.6
N -0.547 0.987 0.692 1.3 -1.0 -0.3
C -4.697 2.978 -0.759 0.6 1.6 -0.4
C -3.711 2.313 -1.680 0.8 0.7 -1.9
H 1.241 0.041 -1.934 -0.4 0.3 0.7
H 4.165 -3.015 2.671 -0.1 0.6 -0.3
H 3.915 -3.653 -1.523 -0.1 -0.1 0.0
H 2.523 -1.021 2.350 0.1 0.4 1.3
H 2.197 -1.781 -1.703 0.2 -0.4 -0.3
H 0.527 -0.154 2.199 -0.9 0.1 1.1
H -4.443 4.081 -0.848 -0.9 -1.1 0.6
H -5.726 2.752 -1.106 0.6 0.4 0.7
H -4.162 1.491 -2.117 -1.1 -1.9 -1.2
H -3.346 2.914 -2.539 -0.5 0.0 0.5
```
Forces are in eV/Å.

highest occupied orbital energy = -7.427 eV
net charge = 0
energy above the lowest of the compared OMol25 structures with the same formula, charge and spin = 0.0 kcal/mol
structure (SMILES) = O=c1c2c(nc3cc(-c4ccc(Cl)cc4)[nH]n13)CCS2
lowest unoccupied orbital energy = -0.17 eV
HOMO-LUMO gap = 7.26 eV

***

# 3
ORCA calculation (ωB97M-V/def2-TZVPD) on a cluster of 5 separate species, C5H22N2O4 in total in a non-equilibrium geometry.

XYZ file:
```
33
Properties=species:S:1:pos:R:3:forces:R:3
N -0.884 -1.021 -0.053 -0.1 -0.1 0.7
C 0.147 -0.099 -0.532 -0.9 -0.2 -0.6
C -0.102 0.385 -1.978 0.9 -0.5 -0.6
C -0.146 -0.776 -2.989 -0.1 -0.2 0.3
C 0.961 1.367 -2.474 -0.8 1.0 0.0
C 1.477 -0.799 -0.349 0.9 0.0 0.5
N 2.053 -0.503 0.972 0.0 -0.6 0.0
H -1.066 -1.792 -0.676 -0.1 0.0 -0.1
H -1.746 -0.576 0.235 0.0 0.0 -0.4
H 0.057 0.770 0.121 0.4 0.1 -0.1
H -1.067 0.882 -2.023 -0.2 0.1 0.2
H -0.843 -1.554 -2.669 -0.2 0.1 -0.3
H -0.444 -0.392 -3.963 -0.2 -0.1 -0.1
H 0.803 -1.300 -3.147 0.2 0.3 0.2
H 1.023 2.270 -1.856 0.2 -0.3 0.3
H 1.924 0.893 -2.595 0.3 0.0 0.0
H 0.658 1.794 -3.437 0.1 -0.4 -0.1
H 1.364 -1.882 -0.424 -0.4 -0.1 -0.1
H 2.218 -0.578 -1.117 -0.1 0.4 -0.1
H 3.023 -0.241 0.944 -0.1 0.3 0.1
H 1.478 0.107 1.530 0.2 0.3 -0.1
H 1.407 -2.760 1.823 0.0 0.0 0.1
H 1.576 -1.884 3.003 0.0 -0.1 0.0
O 1.262 -2.768 2.779 -0.1 0.0 -0.1
H -3.287 1.970 2.859 0.0 -0.5 0.2
H -2.300 0.833 2.286 -0.2 -0.1 0.5
O -2.652 1.732 2.185 0.0 0.6 -0.6
H -1.790 -1.121 3.622 0.4 -0.5 -0.1
H -1.058 -1.397 2.202 0.1 -0.2 0.3
O -1.649 -0.831 2.719 -0.4 0.7 -0.2
H -1.542 2.890 1.108 0.2 -0.6 -0.2
H -0.192 3.516 1.215 0.2 -0.1 -0.3
O -0.663 2.863 0.682 -0.2 0.7 0.4
```
Forces are in eV/Å.

highest occupied orbital energy = -8.899 eV
net charge = 0
energy above the lowest of the compared OMol25 structures with the same formula, charge and spin = 15.2 kcal/mol
structure (SMILES) = CC(C)[C@@H](N)CN.O.O.O.O
lowest unoccupied orbital energy = 0.65 eV
HOMO-LUMO gap = 9.55 eV

***

# 4
ORCA calculation (ωB97M-V/def2-TZVPD) on a structure of composition C16H31CuNP2S in a non-equilibrium geometry.

XYZ file:
```
52
Properties=species:S:1:pos:R:3:forces:R:3
P 0.147 -1.668 2.162 -0.8 1.1 -0.6
P -0.042 1.638 2.085 -0.1 0.1 -1.2
C -0.126 -0.658 0.516 0.2 -0.6 -0.6
C 0.346 0.801 0.502 0.0 0.2 -0.1
H -1.213 -0.726 0.351 0.3 0.1 -0.1
H 0.389 -1.237 -0.265 -0.3 0.3 -0.2
H 1.437 0.876 0.363 -0.3 -0.1 0.0
H -0.141 1.365 -0.308 0.3 -0.2 0.0
C -1.745 2.244 1.880 0.0 0.4 0.0
H -1.987 2.849 2.767 -0.1 -0.1 -0.3
H -2.426 1.380 1.858 0.2 0.3 -0.1
H -1.856 2.839 0.962 -0.1 -0.1 0.3
C 1.065 3.040 2.297 0.1 0.6 -0.3
H 1.057 3.711 1.426 0.1 0.0 0.3
H 2.084 2.660 2.467 -0.4 0.1 -0.1
H 0.746 3.586 3.198 0.1 -0.1 -0.3
C -1.012 -3.032 1.770 -0.3 -0.2 -0.1
H -0.944 -3.871 2.481 0.1 0.4 -0.3
H -0.861 -3.428 0.757 0.0 0.2 0.2
H -2.035 -2.633 1.836 0.3 -0.1 -0.1
C 1.844 -2.204 1.791 0.3 -0.1 0.1
H 2.482 -1.310 1.821 0.0 -0.3 -0.1
H 1.881 -2.641 0.786 0.0 0.1 0.2
H 2.217 -2.930 2.525 -0.1 0.2 -0.2
Cu -0.134 0.092 3.491 0.1 -0.6 0.7
C 0.555 1.727 -3.333 -0.4 0.3 0.2
C -0.762 1.772 -3.101 0.5 0.3 -0.4
C -1.818 1.006 -3.848 -0.3 -0.2 0.2
C -1.413 -0.360 -4.434 -0.4 -0.2 -0.2
C -0.730 -1.294 -3.468 0.1 -0.3 0.2
C 0.576 -1.358 -3.199 -0.2 -0.4 -0.4
C 1.656 -0.537 -3.849 0.2 0.2 0.2
C 1.265 0.868 -4.345 0.5 0.2 -0.2
C 0.189 -2.081 4.035 0.6 -2.0 1.1
H 1.223 2.401 -2.783 -0.4 -0.2 0.1
H -1.157 2.495 -2.377 0.3 -0.2 -0.1
H -2.218 1.618 -4.673 0.1 0.0 0.2
H -2.661 0.848 -3.161 0.1 0.0 -0.1
H -2.350 -0.857 -4.730 0.3 0.2 -0.1
H -0.840 -0.220 -5.356 -0.1 -0.2 0.3
H -1.416 -2.009 -2.994 0.4 0.3 0.1
H 0.949 -2.138 -2.523 -0.3 0.3 -0.1
H 2.087 -1.086 -4.703 -0.1 0.0 0.3
H 2.476 -0.430 -3.124 -0.1 0.0 -0.1
H 2.209 1.385 -4.578 -0.3 -0.2 -0.1
H 0.718 0.795 -5.290 0.1 0.1 0.3
H 1.020 -1.688 4.642 -0.4 0.1 -0.2
H 0.391 -3.164 3.922 0.0 0.2 0.5
H -0.781 -1.981 4.547 0.4 0.0 -0.1
S -0.159 1.359 7.844 0.0 0.2 1.0
C -0.111 1.161 6.273 0.1 -0.3 -2.6
N -0.070 1.027 5.086 -0.2 0.3 3.1
```
Forces are in eV/Å.

highest occupied orbital energy (spin up / spin down) = -5.350 / -7.545 eV
net charge = 0
energy above the lowest of the compared OMol25 structures with the same formula, charge and spin = 0.0 kcal/mol
spin multiplicity = 2
lowest unoccupied orbital energy (spin up / spin down) = 0.40 / 0.26 eV
HOMO-LUMO gap (spin up / spin down) = 5.75 / 7.80 eV

***

# 5
ORCA calculation (ωB97M-V/def2-TZVPD) on a cluster of 8 separate species, C8H32N16O8 in total in a non-equilibrium geometry.

XYZ file:
```
64
Properties=species:S:1:pos:R:3:forces:R:3
C -0.394 0.438 0.231 -0.7 0.5 3.3
O -0.888 1.040 -0.660 -2.0 2.7 -3.5
N 0.715 -0.177 0.216 3.4 -3.1 -0.6
N -0.879 0.439 1.488 -1.6 1.1 1.1
H 1.411 -0.087 -0.510 0.6 -0.3 0.2
H 0.827 -0.743 1.045 1.4 0.0 -0.5
H -1.593 1.147 1.585 -0.6 -1.0 0.6
H -0.769 -0.396 2.045 -0.5 0.6 0.1
C 1.954 2.589 -3.162 -3.0 2.7 -2.5
O 1.626 3.580 -3.863 0.0 -1.5 0.6
N 3.160 2.393 -2.756 3.6 0.5 1.0
N 1.122 1.628 -2.718 -1.6 -1.2 -0.2
H 3.747 3.210 -2.842 0.1 -0.3 0.2
H 3.231 1.746 -1.983 0.9 -0.1 0.2
H 0.274 1.368 -3.201 0.2 0.6 0.1
H 1.533 0.909 -2.140 0.0 0.1 -0.2
C -0.174 -3.164 1.282 -0.2 0.3 2.0
O 1.017 -3.020 1.151 1.2 1.1 0.0
N -0.833 -4.025 0.602 -2.4 -3.0 -2.9
N -0.967 -2.579 2.233 1.1 1.7 1.2
H -0.347 -4.543 -0.117 -0.4 0.1 0.0
H -1.822 -4.139 0.771 0.4 -0.3 -0.4
H -1.961 -2.675 2.383 0.4 -0.2 -0.2
H -0.399 -2.155 2.953 -0.4 -0.1 0.4
C -0.786 -1.993 -2.868 3.6 -4.3 -1.7
O -1.108 -2.614 -3.847 -1.2 -2.0 -1.9
N -1.171 -0.848 -2.608 -4.2 8.2 0.8
N 0.238 -2.317 -2.079 0.8 -1.6 0.8
H -0.690 -0.218 -1.982 -0.3 0.1 0.0
H -1.685 -0.395 -3.350 -0.2 0.0 0.3
H 0.292 -1.734 -1.256 1.1 -1.0 0.3
H 0.751 -3.133 -2.380 0.3 0.2 0.9
C 3.658 -0.744 -1.773 -1.1 1.3 1.5
O 3.059 0.177 -1.205 -0.4 1.2 2.3
N 4.508 -1.566 -1.230 0.9 -0.5 1.0
N 3.357 -0.944 -2.997 -0.1 -1.4 -4.0
H 4.860 -1.347 -0.309 0.3 -0.3 0.2
H 4.800 -2.335 -1.817 0.7 -0.6 0.4
H 2.645 -0.396 -3.458 0.3 -0.3 -0.1
H 3.939 -1.660 -3.407 -0.5 0.0 -1.2
C -4.394 1.260 0.090 0.2 0.4 4.4
O -3.890 1.180 1.196 -0.1 0.6 2.1
N -3.716 1.204 -0.948 5.0 -1.1 -6.8
N -5.621 1.542 -0.239 -5.6 0.6 0.0
H -4.168 1.034 -1.835 0.6 0.4 0.0
H -2.711 1.291 -0.908 0.5 -0.6 0.0
H -5.865 1.143 -1.134 -0.7 0.5 0.3
H -6.360 1.727 0.424 0.3 -0.6 0.0
C 3.237 -2.505 3.764 -1.6 0.1 -2.3
O 2.294 -3.034 4.263 -2.8 -1.6 1.5
N 3.418 -2.337 2.467 -1.1 -0.9 -3.6
N 4.173 -1.881 4.366 3.8 1.9 3.4
H 4.192 -1.848 2.039 -0.2 0.0 0.1
H 2.634 -2.589 1.882 0.3 -0.2 -0.2
H 4.952 -1.866 3.723 0.9 0.7 1.5
H 4.170 -1.938 5.374 0.8 0.0 -0.3
C -3.554 5.042 2.528 0.2 4.6 3.3
O -3.561 6.122 3.207 0.3 -2.3 -1.1
N -4.488 4.768 1.698 -4.6 -0.2 -3.8
N -2.704 4.072 2.628 4.1 -2.4 1.4
H -5.259 5.414 1.605 0.4 -0.1 0.0
H -4.497 3.958 1.094 0.1 0.1 0.3
H -1.967 4.172 3.312 -0.1 0.1 -0.3
H -2.565 3.353 1.932 -0.4 0.1 0.2
```
Forces are in eV/Å.

highest occupied orbital energy (spin up / spin down) = -0.123 / -6.923 eV
net charge = -1
energy above the lowest of the compared OMol25 structures with the same formula, charge and spin = 35.5 kcal/mol
spin multiplicity = 2
lowest unoccupied orbital energy (spin up / spin down) = 1.89 / 1.84 eV
HOMO-LUMO gap (spin up / spin down) = 2.01 / 8.77 eV

***

# 6
ORCA calculation (ωB97M-V/def2-TZVPD) on a cluster of 2 separate species, C11H8Cl2N4O2 in total in a non-equilibrium geometry.

XYZ file:
```
27
Properties=species:S:1:pos:R:3:forces:R:3
N -2.024 -2.700 1.967 2.2 1.4 0.0
C -1.024 -2.092 1.958 -2.5 -1.6 0.0
C 0.195 -1.362 1.942 -0.5 1.6 -0.2
C 0.188 -0.001 1.818 -0.4 -1.5 0.4
C -1.036 0.717 1.755 -2.7 1.5 -0.2
N -2.050 1.300 1.689 2.4 -1.4 0.2
C 1.428 0.792 1.778 0.4 1.9 -0.7
O 1.389 1.995 1.510 0.2 -2.3 0.7
C 2.689 0.029 1.999 0.2 -1.0 0.0
Cl 4.112 0.957 2.087 -0.1 0.0 0.0
C 2.701 -1.337 2.068 0.1 1.0 -0.1
Cl 4.135 -2.242 2.188 0.0 0.1 0.0
C 1.444 -2.139 2.021 0.4 -1.9 0.0
O 1.414 -3.367 2.048 0.2 2.2 0.0
C -0.979 1.921 -1.643 0.3 0.2 -0.1
N -0.791 0.576 -2.137 0.8 0.6 -0.3
C 0.507 -0.046 -1.955 -0.3 -0.1 0.1
N -1.797 -0.220 -2.453 -1.8 -0.4 -0.1
C -2.989 0.233 -2.696 0.8 -0.2 0.1
H -0.121 2.523 -1.973 -0.4 0.0 0.1
H -1.904 2.339 -2.050 0.5 0.1 0.2
H -1.031 1.945 -0.543 0.0 0.1 -0.3
H 1.308 0.655 -2.228 -0.3 -0.2 -0.1
H 0.682 -0.337 -0.905 0.0 0.0 -0.1
H 0.560 -0.949 -2.574 0.0 0.3 0.2
H -3.788 -0.497 -2.871 0.6 0.3 -0.1
H -3.218 1.306 -2.800 -0.1 -0.6 0.3
```
Forces are in eV/Å.

highest occupied orbital energy = -7.969 eV
net charge = 0
energy above the lowest of the compared OMol25 structures with the same formula, charge and spin = 0.0 kcal/mol
structure (SMILES) = N#CC1=C(C#N)C(=O)C(Cl)=C(Cl)C1=O.C=NN(C)C
lowest unoccupied orbital energy = -3.44 eV
HOMO-LUMO gap = 4.53 eV